Entry 1:
This record from the OMol25 dataset describes C28H27N9O4SSeTi as an isolated structure. The level of theory is ωB97M-V/def2-TZVPD.

Geometry as XYZ:
```
71
Properties=species:S:1:pos:R:3:forces:R:3:nbo_charge:R:1
Se 0.828 -1.916 0.774 0.2 -1.3 0.3 0.037
Ti 0.604 0.281 -0.313 0.1 -1.3 -0.6 1.425
S -2.299 0.194 -0.498 -0.6 -0.5 -0.3 2.317
O -2.028 -0.797 0.519 -0.8 0.7 0.2 -0.924
O 1.000 0.769 1.391 -0.6 0.2 0.6 -0.624
O 0.390 -0.191 3.636 -0.5 -0.1 0.3 -0.647
O -2.108 -0.307 -1.847 -0.8 0.4 0.1 -0.956
N 0.655 2.545 -0.807 -1.2 -0.6 0.1 -0.523
N 2.627 0.477 -0.331 0.5 0.5 -1.1 -0.246
N -7.069 3.476 0.296 -0.2 0.1 0.0 -0.751
N -1.016 1.203 -0.304 -1.3 -0.6 0.2 -0.941
N 1.177 -0.200 -2.294 0.6 0.1 -0.7 -0.534
N 1.804 -4.466 -0.132 -0.9 0.5 -0.2 -0.320
N -0.285 -4.211 -0.693 0.9 0.2 0.3 -0.309
N 3.184 0.640 0.852 0.5 0.2 1.4 -0.352
N -1.549 3.467 -0.696 -0.1 -0.9 0.2 -0.453
C 2.955 0.154 -3.902 -0.2 0.0 0.6 -0.207
C 3.380 -0.108 5.742 -0.1 0.0 -0.2 -0.118
C -5.994 2.690 0.101 0.2 -0.2 0.0 0.242
C -1.626 -3.700 -0.816 -0.8 0.4 0.0 -0.435
C 2.107 -0.177 -4.941 -0.3 -0.1 0.2 -0.100
C 3.105 -4.230 0.434 0.7 0.3 0.3 -0.412
C 3.926 0.705 3.561 -0.2 -0.1 0.0 -0.130
C -5.420 1.991 1.182 0.1 -0.1 0.0 -0.262
C 0.802 -0.549 -4.636 0.3 0.1 0.1 -0.233
C -4.320 1.751 -1.366 -0.3 0.1 -0.1 -0.130
C 2.469 0.127 -2.591 -0.1 -0.2 -0.8 0.165
C -5.425 2.544 -1.179 0.1 -0.1 0.0 -0.276
C 2.593 0.519 3.165 -0.5 0.0 0.4 -0.182
C -3.775 1.085 -0.279 1.0 -0.6 -0.2 -0.379
C -1.027 4.666 -0.886 0.4 0.2 0.0 0.139
C 4.316 0.403 4.843 0.0 0.1 0.0 -0.242
C 2.223 0.688 1.785 2.4 -0.2 -0.5 0.621
C 0.383 -0.546 -3.314 -0.5 -0.2 -0.4 0.089
C 2.064 -0.313 5.369 -0.1 0.1 0.0 -0.290
C -4.313 1.201 0.994 -0.1 0.0 0.2 -0.153
C 3.285 0.409 -1.443 0.1 0.2 0.9 0.071
C -0.695 2.455 -0.622 0.5 2.7 -0.7 0.577
C 0.342 4.882 -1.008 0.1 -0.3 0.0 -0.315
C 1.158 3.761 -0.984 0.1 0.2 0.0 0.124
C 1.399 -5.623 -0.724 -0.5 -0.4 -0.3 -0.033
C 0.771 -3.595 -0.127 0.0 0.4 0.0 0.271
C 0.097 -5.465 -1.077 0.5 -0.4 0.0 -0.050
C 1.640 0.013 4.083 0.8 0.1 -0.1 0.361
H 2.047 -6.468 -0.838 0.1 -0.1 0.0 0.253
H 3.677 -3.535 -0.183 -0.1 -0.1 0.0 0.225
H 4.362 0.532 -1.493 0.0 0.0 0.1 0.240
H -0.172 -0.572 4.325 0.2 0.1 0.0 0.500
H 0.758 5.866 -1.138 0.0 0.1 0.0 0.255
H -0.637 -0.825 -3.069 0.2 0.1 0.0 0.261
H 5.338 0.557 5.151 0.1 0.0 0.0 0.237
H -3.867 0.651 1.808 0.0 0.0 0.2 0.243
H -7.527 3.927 -0.475 0.0 0.0 0.0 0.407
H 3.003 -3.801 1.433 0.0 -0.1 -0.1 0.241
H -5.862 2.066 2.162 -0.1 0.0 0.1 0.228
H -3.883 1.624 -2.344 0.0 0.1 -0.1 0.239
H 1.359 -0.725 6.080 -0.1 0.0 0.0 0.227
H -5.876 3.051 -2.017 0.0 0.1 -0.1 0.228
H -2.319 -4.391 -0.332 0.1 0.1 0.0 0.234
H 0.109 -0.828 -5.413 -0.1 -0.1 0.0 0.252
H 4.618 1.085 2.827 0.1 0.0 0.0 0.241
H -1.904 -3.611 -1.867 0.1 0.0 0.1 0.227
H 3.976 0.450 -4.090 0.1 0.0 0.1 0.249
H 3.691 -0.358 6.744 0.0 0.0 0.1 0.236
H -1.712 -2.724 -0.333 0.1 -0.3 -0.1 0.269
H 3.636 -5.177 0.497 0.0 0.0 0.0 0.238
H 2.450 -0.165 -5.964 0.0 0.0 -0.1 0.251
H -0.575 -6.152 -1.548 -0.1 -0.1 -0.1 0.255
H -1.741 5.476 -0.928 0.0 0.2 -0.1 0.223
H -7.513 3.523 1.196 0.0 0.0 -0.1 0.407
H 2.232 3.821 -1.112 0.0 0.1 0.0 0.220
```
Forces are in eV/Å.

Summary:
2S+1 = 1
HOMO = -0.4649 Ha
net charge = +2
HOMO-LUMO gap = 6.071 eV
LUMO = -6.6 eV



Entry 2:
This record from the OMol25 dataset describes a 3-piece molecular cluster, C3H10O3 overall. The level of theory is ωB97M-V/def2-TZVPD.

Geometry as XYZ:
```
16
Properties=species:S:1:pos:R:3:forces:R:3:nbo_charge:R:1
O -3.565 -3.548 -4.579 0.1 0.3 0.6 -0.927
O 0.404 -0.362 -0.280 0.2 0.2 -0.2 -0.540
O 2.801 0.752 -2.057 0.2 0.0 -0.4 -0.946
C 0.130 1.719 2.740 1.0 0.6 -1.0 -0.615
C -0.066 0.157 0.696 -0.2 -0.5 1.4 0.467
C 0.730 0.576 1.922 0.3 -0.8 -1.3 -0.529
H 2.657 0.011 -2.656 0.0 0.1 0.1 0.468
H -3.523 -2.593 -4.452 -0.1 0.1 -0.4 0.464
H 1.692 0.589 1.389 0.4 1.1 1.1 0.232
H -1.138 0.266 0.823 -0.9 0.2 -0.3 0.095
H -3.378 -3.835 -3.677 0.0 -0.4 -0.1 0.463
H 0.828 -0.282 2.594 -0.2 -0.3 -0.2 0.235
H -0.906 1.473 2.975 0.2 0.1 0.5 0.215
H 0.148 2.681 2.216 -0.2 -0.2 -0.3 0.215
H 0.790 1.920 3.581 -0.5 -0.3 0.5 0.227
H 2.397 0.476 -1.234 -0.3 -0.2 0.2 0.476
```
Forces are in eV/Å.

Summary:
SMILES string = CCC=O.O.O
2S+1 = 1
HOMO = -0.3779 Ha
net charge = 0
HOMO-LUMO gap = 10.929 eV
LUMO = 0.6 eV



Entry 3:
This record from the OMol25 dataset describes one molecule with the formula C5H4O2. The level of theory is ωB97M-V/def2-TZVPD.

Geometry as XYZ:
```
11
Properties=species:S:1:pos:R:3:forces:R:3:nbo_charge:R:1
O 1.789 0.440 -1.593 -0.4 -0.1 0.4 -0.459
O -0.650 -1.139 -2.159 0.4 -0.1 0.4 -0.481
C -0.975 -0.891 0.208 0.0 0.0 -0.1 -0.301
C -0.606 0.138 0.977 -0.3 0.0 -0.4 -0.087
C 0.727 0.752 0.604 -0.1 0.0 -0.1 -0.566
C 0.915 0.192 -0.809 0.4 0.2 -0.3 0.506
C -0.270 -0.775 -1.074 -0.1 -0.3 -0.5 0.426
H -1.857 -1.490 0.392 -0.1 0.1 -0.3 0.233
H -1.400 0.534 1.586 0.6 0.3 1.1 0.224
H 1.551 0.395 1.238 -0.3 0.0 0.0 0.255
H 0.776 1.845 0.630 -0.1 -0.2 -0.1 0.249
```
Forces are in eV/Å.

Summary:
SMILES string = O=C1C=CCC1=O
2S+1 = 1
HOMO = -0.3447 Ha
net charge = 0
HOMO-LUMO gap = 8.877 eV
LUMO = -0.5 eV



Entry 4:
This record from the OMol25 dataset describes a 8-piece molecular cluster, C20H38Cl12N2 overall. The level of theory is ωB97M-V/def2-TZVPD.

Geometry as XYZ:
```
72
Properties=species:S:1:pos:R:3:forces:R:3:lowdin_spin:R:1
Cl -16.063 12.838 12.637 -0.2 0.3 -0.2 0.000
Cl -19.999 18.164 14.625 -0.3 1.1 -1.0 0.001
Cl -15.426 12.935 16.047 0.5 0.0 0.7 0.000
Cl -14.208 20.109 11.218 -0.7 -0.5 0.2 0.395
Cl -18.818 16.330 11.525 0.0 -0.2 0.2 0.010
Cl -21.406 16.914 9.754 0.2 0.0 0.1 0.001
Cl -17.009 19.238 9.760 0.6 -0.7 0.9 0.403
Cl -19.213 18.464 17.804 -0.1 0.0 0.2 0.000
Cl -11.793 13.178 10.211 3.2 1.8 -3.2 0.000
Cl -11.669 13.559 13.583 0.4 0.7 0.1 0.003
Cl -13.435 10.280 16.495 0.3 1.3 0.3 0.000
Cl -14.916 16.915 13.583 0.0 0.0 0.5 0.049
N -13.962 16.124 18.838 -0.3 2.3 -2.5 0.000
N -14.778 9.081 12.652 -2.0 1.0 2.4 0.000
C -13.154 11.859 17.420 -1.3 -0.5 0.0 0.000
C -14.096 18.097 17.041 -0.5 -0.9 1.5 0.000
C -14.026 16.985 18.037 0.5 -1.6 2.5 0.000
C -18.411 17.373 16.658 -1.1 -0.5 -0.9 0.000
C -16.136 18.115 10.912 1.3 1.0 -0.6 0.026
C -15.518 9.406 13.509 1.3 -0.9 -1.7 0.000
C -19.433 16.851 15.608 -0.3 -0.8 0.6 0.000
C -16.504 9.844 14.565 1.8 0.5 -1.3 0.000
C -14.856 15.223 12.989 0.0 -0.6 0.5 0.005
C -12.096 12.133 12.629 -1.5 -0.3 0.0 0.000
C -16.197 14.519 13.205 -0.6 0.8 -0.6 0.000
C -20.225 15.231 11.645 -0.7 -0.2 -0.2 0.001
C -14.614 20.468 16.472 0.4 1.0 -0.2 0.000
C -16.493 7.691 15.985 -0.8 -0.6 0.0 0.000
C -13.820 13.140 16.841 1.1 -1.0 -0.2 0.000
C -14.432 19.503 17.613 0.1 -0.3 -0.7 0.000
C -17.291 8.747 15.201 0.4 -0.2 -0.1 0.000
C -14.623 18.441 10.729 -0.4 0.3 -0.5 0.045
C -12.811 12.500 11.296 -1.9 -1.7 2.5 0.000
C -21.512 15.981 11.274 0.3 -0.3 -0.3 0.001
H -16.939 15.104 12.662 0.0 -0.6 -0.6 0.000
H -13.141 13.506 16.071 -0.3 0.3 0.0 0.000
H -17.224 10.449 14.013 0.2 0.5 0.2 0.000
H -14.042 14.670 13.458 0.0 0.4 0.3 0.002
H -15.343 20.118 15.742 0.1 0.1 -0.2 0.000
H -13.934 17.765 11.236 -0.1 -0.1 0.6 0.025
H -17.975 16.549 17.222 0.2 0.2 -0.2 0.000
H -13.580 11.665 18.405 0.1 -0.1 -0.1 0.000
H -14.566 15.352 11.947 -0.4 -0.4 -0.1 0.002
H -16.032 6.879 15.424 0.1 0.4 -0.6 0.000
H -15.392 19.545 18.129 0.3 -0.6 0.6 0.000
H -20.360 16.405 15.969 0.2 0.2 1.0 0.000
H -17.713 18.016 16.123 0.4 -0.5 0.1 0.000
H -19.116 16.056 14.932 1.0 0.2 0.1 0.000
H -11.212 11.504 12.526 0.0 0.3 -0.4 0.000
H -20.041 14.327 11.066 0.1 0.4 -0.5 0.000
H -14.920 17.711 16.441 0.1 0.5 -0.7 0.000
H -13.632 13.216 11.328 -0.1 -0.3 1.1 0.000
H -17.853 8.421 14.326 -0.3 -1.1 0.5 0.000
H -13.258 11.609 10.854 0.1 -0.3 0.3 0.000
H -16.407 17.088 10.665 0.0 0.0 -0.4 0.011
H -12.077 11.996 17.514 -0.2 0.0 -0.2 0.000
H -12.769 11.609 13.308 -0.2 -0.2 -0.4 0.000
H -20.327 14.849 12.661 0.2 0.4 0.2 0.000
H -17.209 7.136 16.590 0.0 0.1 0.3 0.000
H -13.888 13.828 17.683 -0.2 0.2 -0.3 0.000
H -22.304 15.268 11.043 0.0 0.0 0.6 0.000
H -14.925 21.435 16.868 -0.5 -0.1 0.0 0.000
H -16.685 14.478 14.179 1.1 0.1 0.4 0.000
H -13.143 18.043 16.513 -0.2 0.3 -0.3 0.000
H -15.721 8.082 16.649 -0.2 0.4 -0.1 0.000
H -14.226 18.444 9.714 -0.6 -0.3 -0.4 0.009
H -16.466 18.257 11.941 -0.1 0.5 -0.1 0.008
H -21.775 16.671 12.076 -0.1 -0.1 -0.2 0.000
H -15.900 10.433 15.255 -0.3 0.2 0.1 0.000
H -13.616 19.915 18.206 -0.2 -0.5 0.5 0.000
H -13.652 20.735 16.034 0.0 -0.4 -0.6 0.000
H -17.996 9.274 15.843 -0.1 -0.3 0.2 0.000
```
Forces are in eV/Å.

Summary:
2S+1 = 2
HOMO (spin up / spin down) = -0.4634 / -0.4632 Ha
<S²> = 0.754
net charge = +1
HOMO-LUMO gap (spin up / spin down) = 9.538 / 2.146 eV
LUMO (spin up / spin down) = -3.1 / -10.5 eV



Entry 5:
This record from the OMol25 dataset describes a 2-piece molecular cluster, C4H13N2OS overall. The level of theory is ωB97M-V/def2-TZVPD.

Geometry as XYZ:
```
21
Properties=species:S:1:pos:R:3:forces:R:3:nbo_charge:R:1
S -0.270 -0.184 -2.220 0.0 0.1 -0.2 -0.723
O 0.985 -1.688 3.171 -0.2 0.0 0.0 -0.732
N 1.906 2.128 -1.989 0.2 0.0 0.2 -0.863
N -1.517 -1.724 0.488 -0.2 0.1 -0.5 -0.882
C 0.605 2.310 -1.346 -0.1 0.1 -0.2 -0.226
C -0.319 -1.313 1.207 0.0 0.0 0.1 -0.239
C -0.164 -2.163 2.453 0.2 0.2 -0.1 -0.059
C -0.551 1.621 -2.070 0.0 -0.3 0.0 -0.529
H -1.467 -1.361 -0.482 0.2 -0.1 0.4 0.416
H 0.662 1.892 -0.338 0.0 0.0 0.1 0.177
H -0.022 -3.208 2.165 -0.1 0.0 0.0 0.155
H 1.938 2.658 -2.852 -0.1 -0.1 -0.1 0.328
H -1.485 1.805 -1.524 0.1 0.1 0.0 0.175
H 1.947 1.141 -2.250 0.0 0.0 0.0 0.381
H 0.415 3.390 -1.260 0.0 -0.1 0.1 0.154
H -0.306 -0.252 1.483 -0.1 0.0 0.1 0.164
H -2.339 -1.283 0.892 0.1 -0.1 0.1 0.330
H 0.564 -1.440 0.581 -0.1 -0.1 -0.2 0.216
H -0.671 2.059 -3.070 0.0 0.0 0.1 0.166
H -1.071 -2.096 3.067 0.0 0.0 0.1 0.137
H 1.158 -2.292 3.894 0.0 -0.1 0.1 0.454
```
Forces are in eV/Å.

Summary:
2S+1 = 1
HOMO = -0.1015 Ha
net charge = -1
HOMO-LUMO gap = 6.017 eV
LUMO = 3.3 eV



Entry 6:
This record from the OMol25 dataset describes C15H20ClN2O3P as an isolated structure. The level of theory is ωB97M-V/def2-TZVPD.

Geometry as XYZ:
```
42
Properties=species:S:1:pos:R:3:forces:R:3:nbo_charge:R:1
Cl -3.971 -4.456 0.864 0.7 1.1 0.2 0.006
P -0.270 0.565 0.682 3.1 0.6 5.5 2.401
O -0.758 -0.236 1.823 0.1 -0.6 -0.9 -1.107
O -0.431 -0.318 -2.461 -0.7 1.3 0.7 -0.550
O -1.249 0.495 -0.559 -0.8 2.1 -0.1 -0.782
N -0.360 2.204 1.298 -0.4 -4.2 -1.3 -0.725
N 1.408 0.135 0.276 -2.0 -0.4 0.2 -0.783
C -0.865 -4.153 -1.539 0.9 1.6 -2.0 -0.210
C 1.960 -1.276 0.579 -0.1 1.0 -1.8 -0.191
C -1.483 4.076 1.829 -3.8 1.8 1.0 -0.427
C -2.579 -3.677 0.091 0.3 1.1 -1.8 -0.022
C 0.147 3.215 0.462 2.0 1.9 0.7 -0.237
C -0.158 4.444 1.339 1.6 -0.7 -0.1 -0.401
C -1.364 -1.908 -1.058 -0.8 2.7 1.0 -0.206
C -1.884 -4.559 -0.755 -0.8 -1.4 1.5 -0.217
C 2.050 0.668 -0.956 -0.1 0.6 0.6 -0.219
C -1.008 -0.466 -1.407 0.8 -3.7 -3.0 0.800
C -1.705 2.627 1.746 2.2 -1.8 2.9 -0.215
C 2.986 -0.478 -1.441 -1.1 1.4 -1.3 -0.419
C -0.697 -2.781 -1.824 3.1 -3.1 -0.8 -0.150
C -2.260 -2.267 -0.053 -1.1 -2.4 0.5 -0.163
C 3.220 -1.420 -0.317 -0.3 0.6 1.3 -0.412
H 1.213 0.962 -1.606 0.8 -0.3 -0.5 0.216
H -0.246 -4.845 -2.097 -0.2 -0.2 0.1 0.218
H 2.629 1.627 -0.773 -0.4 -1.1 0.2 0.180
H -2.332 4.436 1.222 0.5 1.0 0.2 0.208
H 0.555 4.450 2.180 -0.1 -0.1 -0.3 0.207
H 4.106 -1.091 0.299 -0.7 -0.7 -0.7 0.205
H -0.306 3.281 -0.506 -0.3 0.1 -0.9 0.173
H -0.105 5.409 0.901 0.0 0.8 -0.8 0.217
H 1.281 -2.106 0.488 -0.8 0.0 -0.6 0.202
H 3.881 -0.001 -1.788 0.6 -0.1 -0.5 0.217
H 0.190 -2.513 -2.493 -1.8 -0.1 0.9 0.246
H -2.480 2.246 1.196 -1.9 -0.3 -2.4 0.184
H -2.017 2.214 2.729 1.0 -0.1 -0.2 0.212
H 1.230 3.073 0.420 -0.1 0.1 -0.6 0.210
H -1.649 4.387 2.866 -0.1 0.3 -0.3 0.218
H -2.722 -1.505 0.551 -0.1 0.0 0.1 0.253
H 3.300 -2.433 -0.699 0.4 -0.1 0.3 0.224
H -2.101 -5.640 -0.760 -0.1 0.7 0.4 0.230
H 2.341 -1.380 1.524 0.4 0.4 2.8 0.200
H 2.502 -1.003 -2.272 0.1 0.2 0.0 0.211
```
Forces are in eV/Å.

Summary:
2S+1 = 1
HOMO = -0.3387 Ha
net charge = 0
HOMO-LUMO gap = 9.341 eV
LUMO = 0.1 eV



| no. | DFT total energy (Ha) |
| --- | --- |
| 1 | -5525.6486 |
| 2 | -345.9889 |
| 3 | -343.3571 |
| 4 | -6416.2274 |
| 5 | -743.1639 |
| 6 | -1720.3562 |